(1)
C33H45N6O4PtSSb | the ωB97M-V functional and the def2-TZVPD basis

Positions of all 91 atoms, in Å:
1 Pt -1.398 2.992 -0.858
2 C 2.613 4.331 0.777
3 N 1.454 3.967 1.592
4 C 1.065 4.806 2.742
5 C -0.462 4.742 2.724
6 N -0.680 3.509 1.969
7 C -2.003 3.039 1.646
8 C 0.405 3.237 1.188
9 N 0.273 2.364 0.202
10 C 1.410 1.926 -0.598
11 C 1.349 0.441 -0.994
12 N 0.033 0.367 -3.097
13 C -0.233 -0.519 -4.070
14 N -0.809 -0.193 -5.216
15 C -1.411 1.091 -5.547
16 C -1.038 -1.375 -6.047
17 C -0.397 -2.505 -5.230
18 N 0.051 -1.832 -4.002
19 C 1.104 -2.435 -3.201
20 H 3.017 5.258 1.174
21 H 2.324 4.502 -0.258
22 H 3.404 3.584 0.826
23 H 1.437 5.818 2.603
24 H 1.482 4.401 3.665
25 H -0.908 5.598 2.211
26 H -0.883 4.663 3.724
27 H -2.726 3.650 2.185
28 H -2.155 1.996 1.906
29 H -2.451 3.167 0.595
30 H 2.342 2.069 -0.050
31 H 1.469 2.517 -1.517
32 H 1.634 -1.509 -0.191
33 H 2.142 0.307 -1.735
34 H -0.843 1.915 -5.130
35 H -2.440 1.156 -5.191
36 H -1.400 1.201 -6.629
37 H -0.578 -1.243 -7.025
38 H -2.109 -1.520 -6.187
39 H 0.463 -2.943 -5.739
40 H -1.100 -3.302 -4.994
41 H 1.701 -3.083 -3.842
42 H 0.698 -3.036 -2.383
43 H 1.766 -1.665 -2.808
44 C -1.339 0.614 4.308
45 C -1.417 -0.888 4.444
46 C -1.633 -1.422 5.714
47 C -1.785 -2.784 5.905
48 C -1.729 -3.647 4.820
49 C -1.499 -3.136 3.554
50 C -1.324 -1.765 3.357
51 Sb -1.173 -1.028 1.362
52 C 0.943 -0.461 1.427
53 C 1.547 -0.205 2.643
54 C 2.924 -0.051 2.742
55 C 3.787 -0.144 1.625
56 C 3.235 -0.343 0.408
57 C 1.778 -0.483 0.205
58 C 0.050 -0.001 -1.682
59 C -0.777 -2.836 0.282
60 C -1.693 -3.071 -0.748
61 C -1.610 -4.204 -1.542
62 C -0.594 -5.119 -1.310
63 C 0.321 -4.894 -0.293
64 C 0.251 -3.763 0.522
65 C 1.277 -3.617 1.619
66 H -2.339 1.053 4.347
67 H -0.870 0.938 3.376
68 H -0.765 1.050 5.127
69 H -1.693 -0.752 6.564
70 H -1.959 -3.172 6.900
71 H -1.865 -4.711 4.958
72 H -1.467 -3.817 2.711
73 H 0.965 -0.210 3.555
74 H 3.360 0.108 3.722
75 H 4.857 -0.054 1.755
76 H 3.863 -0.393 -0.475
77 H -0.081 -1.077 -1.596
78 H -0.246 1.334 -3.272
79 H -0.815 0.461 -1.203
80 H -2.497 -2.364 -0.929
81 H -2.345 -4.381 -2.316
82 H -0.522 -6.019 -1.907
83 H 1.098 -5.625 -0.106
84 H 1.570 -4.597 1.995
85 H 0.900 -3.042 2.463
86 H 2.194 -3.141 1.258
87 O -2.768 3.764 -2.109
88 S -1.733 4.145 -3.198
89 O -2.150 3.728 -4.495
90 O -0.617 3.104 -2.660
91 O -1.231 5.464 -3.018

Atoms 1-2, force components in eV/Å:
Pt 0.05 -0.13 0.09
C 0.02 0.01 0.05

Values from the calculation:
Frontier orbital gap, Ha: 0.2239
Maximum force, eV/A: 0.29
Total charge: +2
Calculated total energy, Ha: -2671.13820
Molecular weight, g mol⁻¹: 938.666
Relative energy (zero: lowest compared OMol25 entry of this formula, charge and spin), kJ/mol: 42.0
LUMO energy, Ha: -0.2810

Here are the Mulliken charges for atoms 1 to 4, given in e: atom 1 (Pt): 0.615, atom 2 (C): -0.991, atom 3 (N): 0.125, atom 4 (C): -0.603



(2)
C33H46AsN5P2PbS4 | the ωB97M-V functional and the def2-TZVPD basis

Positions of all 92 atoms, in Å:
1 Pb 2.306 -1.008 0.102
2 N 1.403 -0.808 -2.775
3 C 0.335 -1.590 -3.281
4 C -0.028 -1.517 -4.628
5 C -1.116 -2.225 -5.108
6 C -1.870 -3.022 -4.253
7 C -1.490 -3.135 -2.928
8 C -0.379 -2.450 -2.431
9 P 0.140 -2.732 -0.707
10 C -1.446 -2.865 0.193
11 C -2.083 -1.673 0.547
12 C -3.293 -1.703 1.228
13 C -3.873 -2.918 1.568
14 C -3.246 -4.107 1.216
15 C -2.036 -4.084 0.532
16 C 0.810 -4.423 -0.696
17 C 0.951 -5.211 -1.835
18 C 1.481 -6.494 -1.731
19 C 1.877 -6.989 -0.497
20 C 1.761 -6.196 0.641
21 C 1.239 -4.916 0.541
22 H 1.094 -0.127 -2.060
23 H 1.910 -0.329 -3.506
24 H 0.548 -0.881 -5.296
25 H -1.392 -2.140 -6.153
26 H -2.743 -3.551 -4.617
27 H -2.057 -3.776 -2.263
28 H -1.620 -0.723 0.291
29 H -3.782 -0.774 1.498
30 H -4.809 -2.940 2.113
31 H -3.697 -5.058 1.475
32 H -1.557 -5.018 0.261
33 H 0.647 -4.829 -2.802
34 H 1.583 -7.106 -2.621
35 H 2.290 -7.988 -0.420
36 H 2.082 -6.574 1.605
37 H 1.165 -4.292 1.429
38 S 5.075 0.314 4.081
39 As 4.554 -1.023 2.565
40 S 2.462 -1.650 2.652
41 S 4.869 -0.218 0.548
42 S 5.858 -2.658 2.963
43 N 1.136 0.748 -0.084
44 P 0.337 1.977 0.380
45 N -0.812 2.503 -0.742
46 C -0.373 2.736 -2.133
47 C -1.439 2.329 -3.158
48 C -2.309 1.212 -2.608
49 C -3.125 1.779 -1.447
50 C -2.255 2.651 -0.505
51 N 1.215 3.363 0.694
52 C 1.559 4.340 -0.351
53 C 2.589 5.335 0.160
54 C 3.905 4.647 0.551
55 C 3.642 3.273 1.205
56 C 2.230 3.224 1.773
57 N -0.489 1.789 1.808
58 C -0.094 0.674 2.703
59 C -0.668 0.875 4.098
60 C -2.138 1.269 4.005
61 C -2.285 2.630 3.286
62 C -1.034 2.982 2.479
63 H 0.527 2.147 -2.294
64 H -0.106 3.777 -2.303
65 H -0.949 2.049 -4.093
66 H -2.084 3.187 -3.381
67 H -1.683 0.389 -2.258
68 H -2.971 0.813 -3.378
69 H -3.594 0.970 -0.893
70 H -3.932 2.397 -1.853
71 H -2.453 2.381 0.528
72 H -2.540 3.705 -0.619
73 H 0.661 4.885 -0.639
74 H 1.957 3.858 -1.258
75 H 2.169 5.870 1.017
76 H 2.762 6.078 -0.620
77 H 4.464 5.292 1.233
78 H 4.525 4.519 -0.340
79 H 4.367 3.059 1.991
80 H 3.733 2.477 0.468
81 H 2.100 4.027 2.509
82 H 2.079 2.285 2.304
83 H 0.986 0.570 2.760
84 H -0.477 -0.268 2.302
85 H -0.109 1.645 4.638
86 H -0.538 -0.057 4.651
87 H -2.594 1.314 4.995
88 H -2.665 0.487 3.451
89 H -2.439 3.427 4.018
90 H -3.165 2.624 2.637
91 H -0.280 3.429 3.136
92 H -1.265 3.734 1.730

Atoms 1-2, force components in eV/Å:
Pb 0.17 0.61 0.38
N -0.37 0.02 0.24

Values from the calculation:
Frontier orbital gap (alpha / beta), Ha: 0.2067 / 0.2009
Maximum force, eV/A: 0.80
Calculated total energy, Ha: -6262.99189
Molecular weight, g mol⁻¹: 985.104
Relative energy (zero: lowest compared OMol25 entry of this formula, charge and spin), kJ/mol: 190.6
LUMO energy (alpha / beta), Ha: -0.0735 / -0.0881

Here are the Mulliken charges for atoms 1 to 4, given in e: atom 1 (Pb): 0.789, atom 2 (N): -0.228, atom 3 (C): 0.289, atom 4 (C): -0.551



(3)
C33H46B2F6N7O6RuS5 | the ωB97M-V functional and the def2-TZVPD basis

Positions of all 106 atoms, in Å:
1 Ru 0.617 0.542 0.492
2 C -0.602 -4.976 -3.578
3 C -1.020 -3.691 -2.850
4 C -1.741 -4.113 -1.576
5 C -1.946 -2.845 -3.717
6 N 0.248 -2.890 -2.616
7 C 1.061 -2.634 -3.701
8 C 2.213 -2.112 -3.238
9 N 2.118 -2.018 -1.875
10 B 3.382 -1.490 -1.100
11 N 3.620 0.022 -1.299
12 C 4.895 0.500 -1.099
13 C 4.857 1.838 -1.219
14 N 3.552 2.199 -1.502
15 C 2.806 1.073 -1.537
16 S 1.100 0.915 -1.846
17 C 3.235 3.663 -1.711
18 C 1.761 3.958 -1.949
19 C 3.675 4.394 -0.443
20 C 4.038 4.123 -2.928
21 N 3.391 -1.961 0.376
22 C 3.700 -3.283 0.636
23 C 3.599 -3.481 1.963
24 N 3.235 -2.277 2.536
25 C 3.108 -1.359 1.551
26 S 2.708 0.312 1.736
27 C 3.037 -2.078 4.017
28 C 3.326 -3.394 4.731
29 C 1.585 -1.679 4.273
30 C 4.014 -1.021 4.528
31 C 0.909 -2.461 -1.516
32 S 0.391 -2.445 0.167
33 H -1.488 -5.586 -3.742
34 H 0.101 -5.550 -2.973
35 H -0.152 -4.787 -4.550
36 H -2.486 -4.854 -1.867
37 H -2.299 -3.305 -1.109
38 H -1.080 -4.580 -0.848
39 H -2.861 -3.405 -3.910
40 H -1.494 -2.603 -4.680
41 H -2.208 -1.916 -3.211
42 H 0.760 -2.853 -4.707
43 H 3.100 -1.802 -3.761
44 H 4.305 -2.050 -1.628
45 H 5.720 -0.158 -0.890
46 H 5.646 2.560 -1.141
47 H 1.144 3.661 -1.105
48 H 1.383 3.494 -2.857
49 H 1.677 5.039 -2.063
50 H 3.155 3.991 0.424
51 H 3.418 5.449 -0.537
52 H 4.750 4.331 -0.271
53 H 3.731 3.576 -3.821
54 H 5.110 3.990 -2.789
55 H 3.852 5.183 -3.096
56 H 3.987 -3.960 -0.149
57 H 3.776 -4.368 2.538
58 H 2.645 -4.190 4.428
59 H 3.174 -3.229 5.796
60 H 4.357 -3.719 4.588
61 H 0.899 -2.428 3.872
62 H 1.343 -0.714 3.840
63 H 1.418 -1.612 5.348
64 H 5.047 -1.324 4.348
65 H 3.872 -0.915 5.604
66 H 3.839 -0.051 4.071
67 C -6.463 2.595 -0.282
68 C -6.077 1.569 -1.357
69 C -5.497 2.321 -2.554
70 C -7.331 0.814 -1.821
71 C -5.077 0.577 -0.762
72 C -5.457 -0.194 0.345
73 C -4.603 -1.084 0.985
74 C -3.333 -1.177 0.470
75 O -2.261 -1.949 0.915
76 B -1.270 -1.666 0.020
77 O -1.629 -0.763 -0.961
78 C -2.953 -0.455 -0.643
79 C -3.788 0.433 -1.280
80 H -7.173 3.315 -0.692
81 H -5.584 3.140 0.068
82 H -6.930 2.119 0.581
83 H -6.246 3.011 -2.943
84 H -5.221 1.643 -3.364
85 H -4.621 2.911 -2.277
86 H -8.051 1.516 -2.248
87 H -7.822 0.296 -0.997
88 H -7.081 0.076 -2.585
89 H -6.459 -0.084 0.739
90 H -4.908 -1.649 1.855
91 H -3.436 0.999 -2.130
92 F -3.601 2.463 2.406
93 C -3.117 1.661 3.346
94 F -3.268 2.220 4.534
95 F -3.774 0.505 3.320
96 S -1.329 1.334 3.045
97 O -1.285 0.936 1.625
98 O -0.936 0.346 3.996
99 N -0.728 2.743 3.292
100 S 0.224 3.556 2.350
101 O 0.829 2.746 1.294
102 O -0.279 4.834 1.981
103 C 1.618 3.868 3.512
104 F 1.212 4.587 4.542
105 F 2.115 2.714 3.949
106 F 2.574 4.528 2.865

Atoms 1-2, force components in eV/Å:
Ru 0.47 0.24 0.08
C 0.03 0.02 0.01

Values from the calculation:
Frontier orbital gap (alpha / beta), Ha: 0.3087 / 0.2793
Maximum force, eV/A: 0.53
Total charge: +1
Multiplicity: 5
Calculated total energy, Ha: -4854.60426
Molecular weight, g mol⁻¹: 1033.791
Relative energy (zero: lowest compared OMol25 entry of this formula, charge and spin), kJ/mol: 0.0
LUMO energy (alpha / beta), Ha: -0.0751 / -0.1200

Here are the Mulliken charges for atoms 1 to 4, given in e: atom 1 (Ru): 2.806, atom 2 (C): -1.643, atom 3 (C): 1.310, atom 4 (C): -2.115